C72H183N9O24 | the ωB97M-V functional and the def2-TZVPD basis

For the total energy, the calculation gives -140163.82533 eV. The highest occupied orbital energy comes out at -8.543 eV. The calculation puts the orbital gap at 8.97 eV. As for the largest force on an atom: 0.06351 hartree/bohr.

Structure (ORCA input):
```
! RIJCOSX wB97M-V def2-TZVPD def2/J DEFGRID3
* xyz 0 1
C 3.74 -6.58 10.09
C 3.45 -6.67 11.60
C 4.04 -5.57 12.47
O 2.06 -6.69 11.77
H 3.19 -7.34 9.54
H 4.81 -6.62 9.89
H 3.38 -5.61 9.74
H 3.76 -7.66 11.94
H 3.75 -4.57 12.14
H 5.12 -5.73 12.51
H 3.63 -5.67 13.47
H 1.74 -6.94 10.90
C -4.53 -3.47 -11.40
C -3.50 -4.47 -11.97
C -3.84 -4.83 -13.44
O -2.18 -3.92 -11.83
H -4.37 -2.55 -11.96
H -4.32 -3.24 -10.36
H -5.56 -3.80 -11.55
H -3.49 -5.38 -11.37
H -3.30 -5.72 -13.75
H -3.51 -4.01 -14.08
H -4.89 -5.00 -13.69
H -1.68 -3.88 -12.64
C 10.13 -1.68 9.32
C 11.23 -2.47 8.72
C 12.64 -2.09 9.27
O 10.96 -3.85 8.92
H 10.34 -0.62 9.16
H 10.17 -2.03 10.35
H 9.13 -1.93 8.97
H 11.18 -2.30 7.65
H 13.31 -2.95 9.18
H 12.59 -1.87 10.34
H 13.17 -1.28 8.76
H 11.75 -4.30 8.60
C -4.77 -5.71 9.38
C -3.72 -5.21 8.41
C -2.99 -3.99 8.87
O -2.76 -6.27 8.26
H -5.69 -5.13 9.46
H -4.25 -5.66 10.34
H -5.08 -6.73 9.14
H -4.19 -5.09 7.43
H -2.25 -4.03 9.66
H -3.76 -3.34 9.28
H -2.60 -3.48 7.99
H -3.16 -7.10 8.01
C -1.44 -10.35 -1.17
C 0.00 -10.82 -1.48
C 0.64 -11.72 -0.43
O 0.01 -11.56 -2.69
H -1.87 -9.76 -1.98
H -1.44 -9.88 -0.19
H -2.11 -11.19 -0.98
H 0.59 -9.91 -1.57
H 0.15 -12.69 -0.28
H 0.75 -11.16 0.50
H 1.62 -12.02 -0.80
H 0.90 -11.90 -2.83
C 2.58 2.86 10.29
C 2.07 4.31 10.67
C 0.64 4.27 11.10
O 2.86 4.78 11.72
H 2.16 2.07 10.91
H 3.67 2.88 10.32
H 2.32 2.70 9.24
H 2.39 4.92 9.82
H -0.07 3.80 10.42
H 0.33 5.29 11.31
H 0.53 3.67 12.00
H 3.77 4.86 11.43
C 2.34 4.58 -2.16
O 2.10 6.03 -2.23
C 2.22 6.45 -3.57
C 1.71 7.88 -3.74
N 0.38 8.05 -3.14
C -0.04 9.45 -3.30
C -1.46 9.69 -2.61
O -1.25 9.68 -1.20
C -2.48 9.63 -0.49
H 2.53 4.39 -1.11
H 3.17 4.29 -2.80
H 1.48 4.01 -2.53
H 1.64 5.74 -4.17
H 3.26 6.37 -3.89
H 1.68 7.95 -4.83
H 2.46 8.57 -3.35
H 0.42 7.86 -2.14
H -0.18 9.82 -4.32
H 0.81 9.98 -2.88
H -2.11 8.88 -2.95
H -1.91 10.64 -2.88
H -3.12 8.81 -0.80
H -3.08 10.53 -0.62
H -2.17 9.48 0.55
C 10.03 -10.23 1.68
O 10.82 -11.39 1.70
C 10.89 -12.10 0.45
C 11.86 -13.29 0.47
N 13.17 -12.80 0.92
C 14.31 -13.67 0.65
C 14.29 -14.97 1.50
O 14.12 -14.73 2.89
C 15.28 -14.22 3.53
H 10.12 -9.71 2.63
H 8.96 -10.41 1.53
H 10.32 -9.59 0.85
H 11.05 -11.46 -0.42
H 9.86 -12.42 0.29
H 12.04 -13.54 -0.58
H 11.50 -14.14 1.05
H 13.18 -12.63 1.92
H 15.13 -13.02 0.94
H 14.38 -13.96 -0.40
H 15.24 -15.46 1.32
H 13.46 -15.60 1.16
H 15.37 -13.17 3.24
H 16.18 -14.79 3.28
H 15.21 -14.34 4.61
C -16.05 -4.23 -6.63
O -15.15 -3.52 -5.78
C -13.87 -3.09 -6.31
C -13.07 -2.40 -5.21
N -12.62 -3.18 -4.05
C -12.24 -2.40 -2.91
C -11.61 -3.25 -1.79
O -11.02 -2.40 -0.83
C -10.66 -3.12 0.30
H -15.63 -4.72 -7.51
H -16.84 -3.63 -7.08
H -16.66 -4.95 -6.09
H -13.92 -2.45 -7.19
H -13.22 -3.94 -6.57
H -13.65 -1.59 -4.76
H -12.24 -1.91 -5.72
H -13.36 -3.83 -3.83
H -13.01 -1.78 -2.45
H -11.49 -1.64 -3.15
H -10.88 -3.98 -2.13
H -12.49 -3.78 -1.42
H -9.86 -3.81 0.06
H -11.50 -3.74 0.61
H -10.33 -2.48 1.12
C -6.82 5.78 -10.13
O -6.26 6.24 -11.35
C -4.85 6.42 -11.38
C -4.25 7.60 -10.59
N -4.78 8.85 -11.08
C -4.17 9.95 -10.37
C -4.96 11.29 -10.63
O -6.22 11.28 -10.04
C -6.78 12.59 -9.87
H -6.65 4.72 -9.94
H -7.88 5.97 -10.28
H -6.54 6.30 -9.21
H -4.50 6.51 -12.41
H -4.36 5.50 -11.06
H -3.16 7.54 -10.59
H -4.45 7.54 -9.52
H -5.77 8.89 -10.88
H -3.12 9.96 -10.68
H -4.20 9.78 -9.30
H -5.08 11.49 -11.70
H -4.41 12.10 -10.16
H -7.83 12.54 -9.56
H -6.76 13.10 -10.84
H -6.30 13.04 -9.00
C -1.69 4.95 5.09
O -2.90 4.38 5.52
C -3.27 3.18 4.87
C -4.70 2.73 5.36
N -5.58 3.91 5.29
C -6.67 3.77 6.31
C -6.19 3.88 7.80
O -5.81 5.22 8.09
C -5.60 5.48 9.49
H -1.61 5.12 4.02
H -0.89 4.25 5.33
H -1.45 5.86 5.65
H -2.57 2.42 5.21
H -3.19 3.20 3.78
H -4.56 2.33 6.37
H -5.18 2.05 4.67
H -4.94 4.66 5.52
H -7.26 2.89 6.04
H -7.24 4.67 6.12
H -5.33 3.23 7.90
H -6.87 3.42 8.52
H -5.00 4.72 10.01
H -6.58 5.66 9.91
H -5.02 6.39 9.63
C 3.95 -2.77 -6.01
O 4.22 -1.88 -7.05
C 3.07 -1.27 -7.63
C 3.48 -0.49 -8.86
N 4.53 0.45 -8.58
C 4.98 1.21 -9.74
C 3.88 2.20 -10.20
O 4.46 2.87 -11.30
C 3.63 3.84 -11.89
H 4.88 -3.03 -5.50
H 3.64 -3.73 -6.40
H 3.33 -2.40 -5.19
H 2.57 -0.58 -6.93
H 2.31 -2.01 -7.90
H 2.57 -0.05 -9.25
H 3.88 -1.18 -9.61
H 5.28 -0.06 -8.13
H 5.23 0.66 -10.65
H 5.85 1.78 -9.44
H 3.55 2.84 -9.38
H 2.99 1.68 -10.56
H 3.39 4.64 -11.20
H 2.66 3.35 -12.04
H 3.99 4.25 -12.83
C -1.59 0.04 -3.25
O -1.57 -0.75 -2.08
C -2.44 -1.88 -2.17
C -2.48 -2.54 -0.74
N -1.12 -2.92 -0.27
C -1.01 -3.16 1.15
C 0.43 -3.30 1.66
O 1.11 -2.02 1.56
C 2.44 -2.02 1.85
H -1.28 -0.53 -4.13
H -0.93 0.90 -3.14
H -2.61 0.39 -3.41
H -2.06 -2.45 -3.02
H -3.44 -1.47 -2.28
H -3.16 -3.39 -0.70
H -2.87 -1.80 -0.04
H -0.51 -2.20 -0.64
H -1.61 -4.05 1.32
H -1.49 -2.36 1.70
H 0.85 -4.11 1.07
H 0.36 -3.57 2.71
H 2.75 -2.68 2.65
H 2.69 -1.01 2.18
H 2.99 -2.36 0.98
C -9.11 5.68 -1.33
O -10.46 6.00 -1.38
C -11.06 5.87 -0.10
C -12.49 6.40 -0.13
N -13.39 5.56 -0.93
C -14.74 6.12 -1.01
C -15.46 6.43 0.31
O -14.98 7.62 0.93
C -15.48 7.72 2.24
H -8.45 6.08 -0.56
H -8.64 5.95 -2.28
H -9.10 4.59 -1.30
H -10.45 6.45 0.59
H -11.06 4.86 0.31
H -12.48 7.43 -0.48
H -12.83 6.37 0.91
H -13.02 5.47 -1.87
H -15.30 5.47 -1.68
H -14.63 7.02 -1.62
H -15.20 5.60 0.98
H -16.54 6.47 0.19
H -15.27 8.74 2.59
H -15.10 6.99 2.95
H -16.55 7.62 2.38
C 18.49 3.44 5.26
O 17.60 2.79 6.22
C 16.79 3.71 6.91
C 15.64 4.29 6.05
N 14.82 3.26 5.48
C 14.00 3.77 4.36
C 12.95 2.79 3.77
O 13.54 1.61 3.19
C 12.55 0.78 2.54
H 19.15 2.72 4.77
H 19.19 4.15 5.69
H 18.01 4.03 4.48
H 17.44 4.52 7.25
H 16.48 3.22 7.83
H 16.05 4.98 5.31
H 15.02 4.91 6.70
H 15.27 2.39 5.23
H 14.65 4.08 3.54
H 13.45 4.67 4.65
H 12.29 3.21 3.02
H 12.31 2.55 4.61
H 11.98 0.22 3.28
H 13.06 -0.02 1.99
H 11.88 1.24 1.82
*
```